[1]
Density functional theory data (ωB97M-V with the def2-TZVPD basis set) for 3 unconnected molecules or ions with the total composition C5H14NS2.

Structure (XYZ):
```
22
Properties=species:S:1:pos:R:3:forces:R:3:lowdin_charge:R:1
N -1.12369 3.49947 0.66498 0.9070 -0.0741 0.5372 0.018
C -3.66015 -0.89776 -0.04743 -0.3453 -0.0227 0.7624 -0.069
C -3.34590 -0.51158 1.18642 0.1877 0.2943 -1.3645 -0.073
S -0.42620 0.38297 -0.52199 0.7424 -0.7520 1.4590 0.592
S 0.54321 -0.26152 1.01469 -0.7803 0.6772 -1.8366 0.742
C 1.55091 -1.56715 0.36442 0.4199 -1.1890 -0.1975 -0.503
C 2.86805 -1.15670 -0.38333 -0.3631 1.1839 0.5267 -0.246
C 2.63783 -0.22030 -1.56267 -0.6519 0.1411 0.3567 -0.123
H -0.84992 2.61728 0.23683 -0.2007 0.4436 -0.2033 -0.125
H -0.65401 3.45478 1.57217 -0.4595 0.0013 0.1866 0.017
H -0.57842 4.23896 0.22447 -0.2903 -0.0590 -0.4211 0.023
H -4.55408 -1.49058 -0.19612 0.0646 0.0400 -0.4014 0.059
H -3.08554 -0.56767 -0.90518 0.0144 -0.2460 -0.1614 0.016
H -2.44411 0.09860 1.23716 -0.4472 0.0689 0.8969 -0.020
H -4.03066 -0.69009 2.00169 0.4443 -0.0558 0.3332 0.062
H 1.81594 -2.17664 1.23653 -0.0148 0.1153 -0.0371 0.096
H 0.91071 -2.17524 -0.27610 -0.1045 0.0934 -0.0407 0.094
H 3.44351 -0.65556 0.39964 0.4967 -0.1914 -0.3287 0.113
H 3.35429 -2.07460 -0.70473 -0.0104 -0.1104 0.2569 0.127
H 3.52590 0.23540 -2.00055 0.1783 -0.4807 0.0910 0.095
H 2.05917 0.64941 -1.22108 0.0566 -0.0100 -0.1927 0.018
H 2.04315 -0.73149 -2.31983 0.1560 0.1321 -0.2217 0.086
```
Positions in Å, forces in eV/Å.

Total charge   +1
Frontier orbital gap   0.182 hartree
E_tot   -28562.5466 eV
Spin multiplicity   1
Lowest unoccupied orbital energy   -8.45 eV
Relative energy (zero: lowest compared OMol25 entry of this formula, charge and spin)   98.82 kcal/mol

[2]
Density functional theory data (ωB97M-V with the def2-TZVPD basis set) for a gas-phase ion, C7H17NP (charge +1).

Structure (XYZ):
```
26
Properties=species:S:1:pos:R:3:forces:R:3:mulliken_spin:R:1
C 2.22267 -0.29758 0.82907 0.9740 -1.0650 3.6538 -0.009
C 2.44536 0.58813 -0.32970 -0.3818 1.6599 -0.5804 0.012
C 0.95370 0.00993 1.72677 0.4777 -0.5685 -0.1310 0.042
C 1.89919 0.14976 -1.68574 -0.0596 2.5157 -1.1130 0.020
C -0.33915 -0.49041 1.04224 -1.0382 -0.6317 2.7409 -0.073
C -1.37126 0.42089 0.49803 0.4043 -5.6566 1.2688 0.746
C -2.71251 -0.67967 -1.17005 0.8307 -3.7014 -5.6371 0.023
N -2.63762 -0.22406 0.14186 -1.9263 3.8438 3.3482 0.007
P -1.08323 2.07228 0.39636 2.2184 5.1768 -0.1121 1.072
H 2.14663 -1.40999 0.57633 0.5972 1.3087 0.3871 -0.002
H 3.12339 -0.06003 1.58614 -1.8171 -1.1532 -1.6124 -0.002
H 1.83440 1.48103 -0.02153 1.3359 -0.0149 -0.5165 -0.006
H 3.54049 0.79663 -0.45436 -1.1606 0.2692 0.3161 0.000
H 1.08453 -0.58158 2.67329 -0.1958 0.7128 -0.8258 0.000
H 0.85098 1.06832 2.00621 0.3672 -0.2371 -0.0694 -0.004
H 1.27721 1.05647 -2.14176 1.4769 -1.9476 0.5311 -0.001
H 2.77013 -0.10485 -2.33073 -1.0702 0.0417 0.0614 0.000
H -0.02583 -1.08849 0.26764 0.8988 -1.5946 -2.4774 0.112
H -0.72770 -1.35602 1.71595 -0.2471 1.4652 -0.7262 0.063
H -2.13812 -1.64737 -1.31452 -0.3210 0.8803 0.8889 0.000
H -3.69972 -1.05232 -1.60146 0.8009 1.3616 1.0399 -0.007
H -2.12078 -0.08042 -1.91989 -1.1525 0.2015 1.0049 0.004
H -2.84981 -0.95104 0.85282 -0.1214 0.3572 -0.4833 0.002
H -3.33621 0.65706 0.29033 1.2239 -2.6977 -0.3233 -0.002
H -2.32544 2.38189 -0.03992 -1.5816 0.4883 -0.5133 0.007
H 1.21869 -0.65856 -1.59339 -0.5327 -1.0143 -0.1197 -0.004
```
Positions in Å, forces in eV/Å.

Total charge   +1
Frontier orbital gap (alpha / beta)   0.281 / 0.247 hartree
Expectation value of S²   2.007
E_tot   -18300.7660 eV
Spin multiplicity   3
Lowest unoccupied orbital energy (alpha / beta)   -3.40 / -7.06 eV
Relative energy (zero: lowest compared OMol25 entry of this formula, charge and spin)   24.03 kcal/mol

[3]
Density functional theory data (ωB97M-V with the def2-TZVPD basis set) for 2 unconnected molecules or ions with the total composition C4H10O2P.

Structure (XYZ):
```
17
Properties=species:S:1:pos:R:3:forces:R:3:lowdin_charge:R:1
C 1.77539 0.90150 -0.75335 -1.8077 -0.1215 -0.4509 -0.088
C 1.15720 -0.25108 1.38157 -0.7130 -2.4786 -1.0630 -0.065
C -3.32220 -0.52237 0.21897 3.5334 0.9968 0.0988 -0.411
C 1.24961 -0.48272 -0.25523 0.8372 1.6384 2.7889 -0.535
O -1.52056 0.99182 -1.05683 0.0992 0.1086 0.1793 -0.624
O 0.08421 -0.89106 -0.83017 -1.1130 0.6474 -0.3197 -0.172
P -2.98437 0.51889 -1.06504 -1.3090 -0.4685 0.2750 0.577
H 0.76970 1.44334 -0.85167 1.7145 -0.0107 0.1669 0.082
H 2.50192 1.41896 -0.09063 -0.5666 -0.4118 -0.3138 0.063
H 2.19854 0.80383 -1.74853 0.0900 0.1242 -0.2741 0.049
H 1.23953 0.78718 1.55058 -0.0820 1.1624 0.5615 0.011
H 1.95808 -0.80328 1.99779 -1.2088 0.6594 -0.9878 0.070
H 0.11396 -0.61290 1.60979 1.1529 0.3320 0.3040 0.063
H -0.70778 -0.07356 -0.89979 1.7321 -0.8989 0.2394 0.008
H -4.09725 -1.21236 0.25677 -1.6639 -0.8088 0.0431 -0.102
H -2.41600 -0.77506 0.86589 -1.2751 0.2584 -0.6599 -0.018
H 2.00002 -1.24113 -0.33012 0.5797 -0.7290 -0.5877 0.092
```
Positions in Å, forces in eV/Å.

Total charge   -1
Frontier orbital gap   0.299 hartree
E_tot   -17693.9900 eV
Spin multiplicity   1
Lowest unoccupied orbital energy   4.09 eV
Relative energy (zero: lowest compared OMol25 entry of this formula, charge and spin)   31.78 kcal/mol

[4]
Density functional theory data (ωB97M-V with the def2-TZVPD basis set) for a single C2H5NO molecule.

Structure (XYZ):
```
9
Properties=species:S:1:pos:R:3:forces:R:3:lowdin_charge:R:1
C -0.95116 0.48731 -0.09070 0.0720 -1.6667 1.0433 -0.102
C 0.18933 -0.55385 0.06326 -0.0072 0.6856 2.9870 -0.209
N 1.47783 0.26786 0.17761 -0.6908 1.6181 1.5341 -0.098
O 2.48710 -0.16582 -0.26227 -0.3502 -1.0173 -0.4478 0.005
H -0.65048 1.26093 0.58525 -0.0326 0.9485 0.0345 0.056
H -1.13005 0.79790 -1.07970 0.4080 0.7553 -1.2871 0.048
H -1.95239 0.16795 0.22622 0.4631 -0.4844 0.2637 0.072
H 0.49434 -1.13718 -0.73795 -0.5601 -1.9513 -1.5177 0.062
H 0.03548 -1.12510 1.11829 0.6976 1.1121 -2.6100 0.165
```
Positions in Å, forces in eV/Å.

Structure (SMILES)   CCN=O
Frontier orbital gap   0.330 hartree
E_tot   -5689.5380 eV
Spin multiplicity   1
Lowest unoccupied orbital energy   0.21 eV
Relative energy (zero: lowest compared OMol25 entry of this formula, charge and spin)   85.13 kcal/mol

[5]
Density functional theory data (ωB97M-V with the def2-TZVPD basis set) for a single C15H14BrNO5 molecule.

Structure (XYZ):
```
36
Properties=species:S:1:pos:R:3:forces:R:3:lowdin_charge:R:1
C -0.70084 -2.83991 -1.94302 -0.0224 -0.4032 0.0021 -0.036
H -1.66530 -2.58857 -2.37701 0.0264 0.0017 0.0134 0.094
H -0.10338 -3.42441 -2.64604 -0.0838 0.0203 0.0466 0.097
H -0.82956 -3.42130 -1.02743 -0.0206 0.0358 -0.0888 0.101
O -0.06493 -1.60600 -1.65932 0.3417 0.2323 -0.0645 -0.057
C 1.13907 -1.69371 -1.05249 0.1591 -0.2704 -0.0445 -0.473
O 1.64784 -2.76183 -0.80217 -0.1335 -0.1437 0.0357 0.088
C 1.70952 -0.36542 -0.79714 0.2200 0.3147 -0.1634 -0.118
C 3.03592 -0.18293 -0.60368 -0.6643 -0.4193 -0.2650 -0.223
N 3.55848 1.09504 -0.53204 0.6390 -0.1911 0.0464 0.151
C 2.84714 2.25923 -0.43863 -0.4133 0.2461 0.0657 -0.451
O 3.39184 3.33535 -0.49837 0.0863 0.1906 0.0134 0.090
C 1.37663 2.05214 -0.17810 0.0554 0.1095 -0.1713 -0.044
H 1.28263 1.91050 0.90250 -0.0377 -0.0159 -0.0428 0.102
C 0.79735 0.84102 -0.92209 0.1074 -0.0400 0.0977 -0.217
C -0.61048 0.60084 -0.42498 -0.0932 0.1306 0.3181 -0.238
C -0.90493 0.05471 0.81737 0.1293 0.1361 -0.0684 -0.562
C -2.20899 -0.15120 1.27191 -0.3471 0.0216 -0.0820 -0.032
C -3.22511 0.22584 0.43350 0.4089 0.2187 -0.5319 -0.202
C -2.95670 0.79312 -0.81405 0.1242 -0.2425 0.5766 -0.191
C -1.67238 0.98726 -1.25222 -0.3941 0.0205 0.0805 0.067
H -1.48314 1.41655 -2.22155 0.0614 0.0523 -0.1757 0.134
O -4.13511 1.07925 -1.44300 0.3967 0.0759 -0.1976 0.041
C -5.15691 0.68216 -0.55198 -1.2320 0.1206 -0.2067 -0.152
O -4.57528 0.14042 0.61590 0.2623 -0.1492 0.3156 0.042
H -5.77368 1.55503 -0.28550 0.2157 -0.1660 -0.0321 0.141
H -5.79166 -0.07777 -1.03387 0.2170 0.1258 0.1022 0.140
H -2.40350 -0.58558 2.23794 -0.0050 -0.0416 0.1082 0.112
Br 0.46616 -0.47366 2.02967 -0.1185 -0.0306 0.1735 0.872
H 0.72504 1.08958 -1.98924 -0.0510 0.0306 0.0934 0.158
H 0.83440 2.96019 -0.44323 0.1109 -0.0278 0.0275 0.138
H 4.56577 1.19091 -0.56845 -0.1702 0.0846 0.0124 0.160
C 4.06130 -1.25692 -0.48010 -0.0440 -0.1541 -0.0844 0.005
H 4.35348 -1.34819 0.56599 0.0702 0.0016 0.0943 0.101
H 3.66238 -2.21392 -0.79752 0.0964 0.0631 0.0185 0.072
H 4.94624 -1.00912 -1.06433 0.1024 0.0624 -0.0226 0.088
```
Positions in Å, forces in eV/Å.

Structure (SMILES)   COC(=O)C1=C(C)NC(=O)C[C@@H]1c1cc2c(cc1Br)OCO2
Frontier orbital gap   0.325 hartree
E_tot   -97552.3768 eV
Spin multiplicity   1
Lowest unoccupied orbital energy   0.61 eV
Relative energy (zero: lowest compared OMol25 entry of this formula, charge and spin)   0.00 kcal/mol

[6]
Density functional theory data (ωB97M-V with the def2-TZVPD basis set) for a molecular structure, C22H27N5O4PtS4SiTe.

Structure (XYZ):
```
65
Properties=species:S:1:pos:R:3:forces:R:3:mulliken_spin:R:1
Pt 0.60056 0.49420 0.46817 -0.2214 0.3971 0.2237 0.725
O 0.53725 3.97171 0.08634 -0.0174 0.0159 0.0121 0.013
H -0.09611 3.71014 0.76938 -0.0202 -0.0106 -0.0570 -0.011
H 0.87312 3.11393 -0.21918 0.0665 0.0374 0.0714 0.029
N 3.76009 -5.37749 -0.36512 0.0131 -0.0433 -0.0988 0.000
C 3.77484 -4.19222 -1.11696 0.0571 -0.0985 -0.0535 0.001
C 4.88050 -3.34883 -1.09563 -0.0266 0.0629 0.0517 -0.001
C 4.85658 -2.14227 -1.77736 -0.0072 -0.0259 -0.0431 0.001
C 3.73680 -1.78711 -2.51403 0.0734 -0.0733 -0.0913 0.000
C 2.66290 -2.66468 -2.61307 0.0578 0.0143 0.0616 -0.001
C 2.68710 -3.86296 -1.92717 -0.0606 0.0539 0.0326 0.000
S 3.56294 -0.13894 -3.12960 -0.0291 -0.2157 -0.0124 0.000
O 2.76211 -0.19750 -4.32675 0.0398 -0.0078 -0.0224 0.000
O 4.90394 0.40936 -3.24075 -0.0049 0.0365 -0.0182 0.001
N 2.69509 0.53017 -1.98533 -0.1233 0.2376 -0.2078 0.023
C 3.24485 0.96822 -0.86631 0.0985 0.1140 0.1418 0.008
S 4.96815 1.18203 -0.54509 -0.0054 0.0825 -0.0051 -0.001
C 4.60828 1.68669 1.07223 0.0497 0.0272 -0.0636 0.003
C 3.28060 1.69582 1.26599 -0.1085 0.1601 0.1018 0.027
N 2.50898 1.31327 0.19459 0.0792 -0.5542 -0.0594 -0.021
H 4.36193 -5.29782 0.44219 -0.0409 0.0112 0.0353 0.000
H 2.82359 -5.56920 -0.03401 -0.0179 0.0671 0.1062 0.000
H 5.73938 -3.61332 -0.48852 0.0048 0.0096 0.0080 0.000
H 5.69007 -1.45581 -1.72293 0.0091 -0.0247 -0.0023 0.000
H 1.80317 -2.37667 -3.20193 -0.0444 -0.0076 0.0092 0.001
H 1.83283 -4.52939 -1.96255 -0.0044 0.0058 -0.0027 0.000
H 5.38831 1.95289 1.76428 -0.0269 0.0169 0.0465 0.000
H 2.77321 1.98318 2.17364 -0.0058 -0.0466 0.0202 -0.001
O 1.80817 -3.74669 1.49230 0.0576 -0.0949 0.1672 0.010
S 1.01258 -2.54814 1.13851 -0.1150 0.0199 -0.3158 0.030
N 1.51733 -1.20167 1.48157 0.2644 -0.0650 0.0789 0.108
Te -2.66585 2.44932 1.63034 -0.0710 -0.0750 0.0393 0.677
C -3.70410 4.24890 1.24756 -0.0183 -0.0015 -0.0304 -0.053
C -4.54602 4.52720 0.20229 -0.0325 0.0257 0.0330 0.032
C -5.09964 5.83741 0.24212 0.0072 -0.0468 -0.0206 -0.012
C -4.68515 6.54660 1.32862 0.0685 0.0169 0.0312 0.028
S -3.60135 5.62109 2.28080 0.0608 -0.0023 -0.0197 0.014
H -4.76059 3.80284 -0.57087 -0.0067 -0.0007 -0.0105 0.001
H -5.77698 6.22781 -0.50553 -0.0035 0.0138 0.0026 0.000
H -4.93950 7.55626 1.60918 -0.0524 0.0039 -0.0215 0.002
C -0.74594 -1.36846 -2.01130 0.0481 -0.0631 -0.0098 0.013
Si -1.88248 -0.24659 -1.03748 0.0437 0.0224 -0.1835 -0.011
C -1.84769 1.43211 -1.86943 0.0302 0.0758 -0.0152 0.047
C -3.64594 -0.88648 -1.28321 -0.0781 0.0139 0.1314 0.003
N -1.36184 -0.11576 0.62036 0.1049 0.0600 -0.0052 0.192
C -1.87513 -0.58054 1.79686 -0.0274 -0.1510 -0.0365 0.010
C -2.96868 -1.47510 1.87083 0.0167 0.0723 0.0210 0.045
C -3.46853 -1.90214 3.08354 0.0068 0.0037 0.0358 -0.035
C -2.92071 -1.45626 4.28509 -0.0176 -0.0187 -0.0173 0.067
C -1.84333 -0.58567 4.23751 -0.0079 0.0029 -0.0036 -0.036
C -1.32347 -0.15652 3.02611 0.0190 -0.0054 0.0519 0.096
H -1.02910 -1.37456 -3.06925 -0.0432 -0.0264 0.0101 -0.001
H -0.75114 -2.39545 -1.63700 0.0024 0.0031 0.0187 0.001
H 0.27475 -0.98384 -1.93977 0.0153 -0.0038 -0.0193 0.004
H -1.87746 1.31006 -2.95684 -0.0253 -0.0249 -0.0047 0.005
H -0.92699 1.96532 -1.62354 -0.0075 0.0098 -0.0021 -0.028
H -2.69095 2.05637 -1.56370 -0.0096 -0.0094 0.0079 -0.004
H -3.95135 -0.68252 -2.31347 0.0287 0.0131 -0.0173 0.000
H -4.34616 -0.37808 -0.61495 -0.0187 0.0106 -0.0222 -0.003
H -3.73281 -1.96240 -1.11591 -0.0045 -0.0117 -0.0359 0.000
H -3.40017 -1.84979 0.95683 -0.0259 -0.0232 -0.0083 0.002
H -4.29442 -2.60537 3.09649 -0.0141 0.0133 -0.0086 -0.002
H -3.32364 -1.79030 5.23339 0.0078 -0.0090 0.0033 0.004
H -1.39470 -0.23214 5.15881 0.0301 0.0001 -0.0078 -0.005
H -0.45207 0.48583 2.98861 -0.0169 0.0098 -0.0009 0.002
```
Positions in Å, forces in eV/Å.

Total charge   -2
Frontier orbital gap (alpha / beta)   0.191 / 0.174 hartree
Expectation value of S²   2.016
E_tot   -100652.9101 eV
Spin multiplicity   3
Lowest unoccupied orbital energy (alpha / beta)   3.84 / 2.97 eV
Relative energy (zero: lowest compared OMol25 entry of this formula, charge and spin)   15.98 kcal/mol